1.
A cluster of 10 separate species, C54H152N24O14P8 in total at a distorted geometry, computed with ωB97M-V/def2-TZVPD.

Results
E (eV): -197210.6459
HOMO (eV): -8.10
SMILES string: CN(C)P(=O)(N(C)C)N(C)C.CN(C)P(=O)(N(C)C)N(C)C.CN(C)P(=O)(N(C)C)N(C)C.CN(C)P(=O)(N(C)C)N(C)C.CN(C)P(=O)(N(C)C)N(C)C.CN(C)P(=O)(N(C)C)N(C)C.CN(C)P(=O)(N(C)C)N(C)C.CN(C)P(=O)(N(C)C)N(C)C.O=C1OCCO1.O=C1OCCO1
Gap between HOMO and LUMO (eV): 8.37

```
! RIJCOSX wB97M-V def2-TZVPD def2/J DEFGRID3
* xyz 0 1
C 5.5458 -1.8567 -5.7817
N 5.6789 -2.0414 -4.3561
C 7.0441 -1.7021 -3.7873
P 4.6124 -2.8899 -3.3919
O 4.4602 -2.3839 -1.9997
N 3.1323 -2.8276 -4.2052
C 2.5789 -1.4728 -4.1168
C 2.1416 -3.7569 -3.6974
N 5.1967 -4.4393 -3.3170
C 5.5615 -5.2112 -4.4325
C 5.1810 -5.2787 -2.1142
H 4.6808 -2.4768 -6.1651
H 6.4332 -2.2315 -6.3371
H 5.5076 -0.7373 -6.0175
H 7.0746 -1.5420 -2.7219
H 7.4067 -0.8848 -4.3461
H 7.7108 -2.5319 -3.9043
H 3.2605 -0.6790 -4.4024
H 1.7305 -1.4109 -4.8625
H 2.1240 -1.3344 -3.1492
H 2.5114 -4.7968 -3.6566
H 1.8025 -3.3567 -2.6818
H 1.2255 -3.7011 -4.2969
H 5.5259 -4.6817 -5.4038
H 6.6480 -5.5248 -4.3780
H 4.9369 -6.0922 -4.4128
H 5.0819 -4.7102 -1.1896
H 6.1704 -5.7534 -2.1283
H 4.3791 -6.0201 -2.2609
C 2.2906 4.7336 3.4740
N 2.5432 3.6554 2.6273
C 2.6893 3.9515 1.1937
P 3.0890 2.1682 3.1372
O 3.2396 1.1716 2.0904
N 4.3322 2.5010 4.1034
C 4.9134 1.3460 4.7711
C 5.3194 3.4161 3.4927
N 1.9681 1.5635 4.2566
C 0.9330 0.6692 3.7852
C 1.8357 2.0565 5.6543
H 3.1363 4.9160 4.1484
H 1.3902 4.5814 4.0630
H 2.1448 5.7182 2.9671
H 2.7862 3.0296 0.6165
H 3.4886 4.6435 0.9893
H 1.8115 4.5274 0.8827
H 4.0714 0.6196 4.8523
H 5.8196 0.9307 4.2756
H 5.2681 1.6479 5.7661
H 4.8700 4.3487 3.1214
H 6.0195 3.7123 4.3122
H 5.8921 2.9370 2.6512
H 0.0425 1.1793 3.4663
H 1.3233 -0.0406 3.0734
H 0.5731 -0.0106 4.5836
H 1.5609 3.1125 5.6504
H 2.6420 1.6976 6.2740
H 0.9383 1.6199 6.1047
C -7.4323 -2.2974 0.1778
N -6.3919 -3.3893 0.1457
C -6.8055 -4.4734 -0.7654
P -5.3997 -3.6445 1.4826
O -5.7256 -2.8941 2.7117
N -5.5255 -5.2701 1.8147
C -4.8437 -6.2513 0.9930
C -5.6488 -5.8359 3.1736
N -3.9204 -3.3025 0.8150
C -3.5577 -3.1011 -0.5557
C -2.7493 -3.3583 1.7276
H -7.6339 -2.1977 -0.8971
H -7.0793 -1.2767 0.5012
H -8.2215 -2.6395 0.8191
H -7.0130 -4.0867 -1.7758
H -7.7437 -4.8561 -0.4265
H -6.0954 -5.3170 -0.7588
H -4.3714 -5.7653 0.1452
H -4.0108 -6.7151 1.5116
H -5.5567 -7.0190 0.7369
H -6.3319 -5.2660 3.8012
H -5.9955 -6.8749 3.0300
H -4.6955 -5.8874 3.6336
H -2.7376 -3.7572 -0.8163
H -4.2661 -3.4185 -1.3432
H -3.2197 -2.0762 -0.7515
H -3.0693 -3.3049 2.7370
H -2.0993 -2.5036 1.5184
H -2.1462 -4.2532 1.5133
C -4.6799 5.5633 -0.9261
N -4.9881 4.2466 -1.4647
C -4.1640 3.7111 -2.5105
P -6.3386 3.4884 -0.8615
O -7.3121 4.4616 -0.3435
N -6.9487 2.5896 -2.1708
C -7.8156 1.4926 -1.8683
C -7.6335 3.4440 -3.1878
N -5.9371 2.4345 0.3513
C -6.6124 2.3046 1.6446
C -4.8674 1.4334 0.2538
H -4.6331 6.2726 -1.7637
H -3.7355 5.6664 -0.3711
H -5.5190 5.9796 -0.2903
H -3.9131 4.5663 -3.1367
H -4.6864 2.9664 -3.0941
H -3.2415 3.2388 -2.2039
H -7.9973 0.9208 -2.8020
H -7.2841 0.8714 -1.1366
H -8.7778 1.8055 -1.4354
H -7.9920 2.8911 -4.0439
H -8.5463 3.9319 -2.7981
H -7.0776 4.2867 -3.5728
H -7.6958 2.6396 1.5908
H -6.8040 1.2753 1.9573
H -6.1181 2.7853 2.4519
H -4.1164 1.6777 1.0062
H -4.3661 1.5063 -0.7419
H -5.2465 0.4384 0.4547
C -3.9001 -4.0904 -6.6419
N -3.7624 -2.7113 -6.2815
C -4.0202 -1.9024 -7.4596
P -3.8696 -2.2134 -4.7438
O -3.6566 -3.3096 -3.7963
N -2.8080 -0.9580 -4.6522
C -2.9138 -0.1468 -3.4517
C -1.4419 -1.3837 -4.7854
N -5.3585 -1.5062 -4.4723
C -5.8324 -1.4644 -3.0762
C -5.8110 -0.3007 -5.1698
H -4.9077 -4.4938 -6.7839
H -3.5067 -4.8043 -5.8910
H -3.2855 -4.2450 -7.5453
H -5.0534 -1.8899 -7.8225
H -3.3442 -2.2168 -8.2393
H -3.8471 -0.8739 -7.2202
H -2.8772 -0.7494 -2.5418
H -2.0712 0.5199 -3.4481
H -3.7752 0.5367 -3.3875
H -0.9903 -1.7238 -3.8406
H -1.4345 -2.1940 -5.5516
H -0.8079 -0.6548 -5.2634
H -6.8982 -1.7602 -3.0612
H -5.2665 -2.1887 -2.4852
H -5.7609 -0.4937 -2.4870
H -5.6440 -0.3109 -6.2496
H -5.3375 0.6380 -4.8565
H -6.8950 -0.3021 -5.1885
C 4.5611 1.4691 -1.9808
N 3.8825 2.5500 -2.7299
C 2.5065 2.5833 -2.8740
P 4.5875 4.0376 -2.5676
O 4.3742 4.7890 -1.2757
N 6.2215 3.8680 -2.9155
C 7.2335 4.0151 -1.8910
C 6.7123 3.1377 -4.0273
N 3.9838 4.9284 -3.8880
C 4.1930 6.3766 -3.8553
C 3.7168 4.5304 -5.2782
H 4.3540 1.4807 -0.9335
H 5.6127 1.5271 -2.2000
H 4.1273 0.4571 -2.3060
H 2.0988 3.5622 -3.0740
H 2.0619 2.3025 -1.9446
H 2.2084 1.8925 -3.6229
H 8.1664 4.3159 -2.3564
H 7.0041 4.7755 -1.1857
H 7.3886 3.0114 -1.4538
H 7.5490 2.5622 -3.6246
H 5.9982 2.4502 -4.3824
H 7.0437 3.7643 -4.8980
H 4.7456 6.6679 -2.9692
H 4.7231 6.6111 -4.8102
H 3.2521 6.9143 -3.8932
H 4.6077 4.4991 -5.8322
H 2.9450 5.2381 -5.6518
H 3.2443 3.5552 -5.1750
C -2.1337 5.9228 2.8518
N -2.5314 4.5311 2.9223
C -2.4516 3.8437 1.6667
P -3.6734 3.9926 4.0387
O -4.2142 2.7042 3.5212
N -3.0321 3.8439 5.5355
C -2.2604 4.9596 6.0018
C -2.6122 2.4928 5.9716
N -4.7882 5.2309 4.2374
C -5.3894 5.6465 2.9899
C -5.7439 5.1766 5.3366
H -2.1734 6.3713 3.8246
H -2.8226 6.4855 2.2148
H -1.1104 6.0769 2.4413
H -3.4497 3.6348 1.1992
H -2.0452 2.8860 1.7873
H -1.8540 4.4311 0.9571
H -1.6803 4.6166 6.8016
H -1.5745 5.3325 5.2640
H -2.8760 5.8091 6.3952
H -1.6107 2.2464 5.5131
H -2.6318 2.4244 7.0609
H -3.2812 1.7326 5.4897
H -4.8142 5.3817 2.1233
H -6.3049 5.0904 2.8465
H -5.7043 6.7209 3.0803
H -6.5161 4.4046 5.2868
H -6.2423 6.1505 5.4814
H -5.2439 5.0871 6.3105
C 5.7620 -3.1140 6.6134
N 5.3016 -3.5247 5.2745
C 6.4410 -3.5099 4.3853
P 3.8037 -4.2557 4.9798
O 2.9317 -4.1863 6.1223
N 3.2139 -3.4286 3.6489
C 1.8778 -3.9575 3.2319
C 3.1505 -1.9894 3.7246
N 4.0091 -5.7915 4.4896
C 4.4584 -6.1487 3.1544
C 3.7260 -6.9408 5.2774
H 6.7475 -3.5472 6.7946
H 5.1130 -3.5277 7.4158
H 5.8918 -2.0547 6.6715
H 7.0892 -4.3664 4.3275
H 7.0513 -2.6591 4.6417
H 6.1555 -3.4649 3.3296
H 1.9284 -5.0015 2.9420
H 1.1982 -3.8188 4.0415
H 1.5247 -3.3931 2.3541
H 2.3915 -1.5709 4.4488
H 4.0691 -1.4348 3.9496
H 2.8838 -1.6001 2.7763
H 5.2834 -6.8578 3.3061
H 3.6832 -6.6622 2.6108
H 4.7013 -5.2277 2.6407
H 3.4393 -6.7183 6.2890
H 4.6696 -7.5263 5.2902
H 3.0070 -7.6285 4.7799
O -1.0439 1.7365 -1.0597
C -0.3047 0.8926 -0.6804
O -0.5646 0.0661 0.3784
C 0.2096 -1.1248 0.2357
C 1.4395 -0.5753 -0.4774
O 0.8198 0.4513 -1.3219
H 0.3159 -1.6458 1.2248
H -0.3530 -1.7517 -0.4599
H 1.9105 -1.2546 -1.1629
H 2.0747 -0.1318 0.3050
O 4.0230 -4.1430 0.6586
C 4.6367 -3.1457 0.7939
O 5.9801 -3.0457 0.8781
C 6.3161 -1.7086 1.0182
C 5.0683 -0.9646 0.4724
O 4.0957 -1.9242 0.8324
H 6.4059 -1.3052 2.0210
H 7.2791 -1.5489 0.4957
H 5.0930 -0.7123 -0.6075
H 4.8942 -0.0972 1.0269
*
```

***

2.
A structure of composition C18H24CuF6N5O6S2 at a distorted geometry, computed with ωB97M-V/def2-TZVPD.

Results
E (eV): -121406.4181
HOMO (eV): -8.38
Gap between HOMO and LUMO (eV): 8.70

```
! RIJCOSX wB97M-V def2-TZVPD def2/J DEFGRID3
* xyz 0 1
Cu 6.2990 -7.4324 18.0262
C 9.0441 -4.4092 18.4545
F 9.5505 -5.3230 17.5901
F 9.5377 -4.6574 19.6582
F 9.3996 -3.2066 18.0157
S 7.1956 -4.5405 18.4221
O 6.7647 -3.2753 18.9153
O 6.8273 -4.8950 17.0815
N 6.9211 -5.8693 19.3628
S 6.0996 -5.3722 20.6573
O 6.8015 -4.4968 21.5483
O 4.7422 -5.0413 20.3240
C 6.0467 -6.8953 21.6648
F 5.3120 -6.6150 22.7439
F 5.4674 -7.9121 21.0107
F 7.2598 -7.2668 22.0706
C 5.0267 -10.6996 20.3950
C 6.2305 -10.5291 19.4930
O 6.3160 -9.5743 18.7243
N 7.1125 -11.5534 19.4929
C 8.2731 -11.6357 18.6251
H 4.8141 -11.7425 20.6172
H 4.1922 -10.1573 19.9636
H 5.2342 -10.2057 21.3479
H 6.8826 -12.3238 20.0951
H 8.3784 -12.6571 18.2528
H 9.1884 -11.4317 19.1776
H 8.1199 -10.9513 17.7992
C 3.5416 -7.3920 14.6451
C 3.7313 -6.6395 15.9310
O 4.4880 -7.0361 16.8110
N 3.0763 -5.4745 16.0495
C 3.1067 -4.7372 17.2928
H 2.5497 -7.8637 14.6510
H 4.2435 -8.2147 14.5595
H 3.5358 -6.7480 13.7659
H 2.6401 -5.0978 15.2290
H 2.7047 -3.7447 17.0757
H 4.1195 -4.5477 17.6426
H 2.5194 -5.2209 18.0675
N 11.3214 -9.7877 19.9213
C 11.2501 -9.8840 18.5957
C 10.4394 -9.0560 17.8344
C 9.6121 -8.1602 18.4818
C 9.6482 -8.0729 19.8509
C 10.5068 -8.9248 20.5338
H 11.9275 -10.5916 18.1273
H 10.3964 -9.1619 16.7560
H 9.0328 -7.4749 17.8784
H 9.1259 -7.3177 20.4210
H 10.7204 -8.8230 21.5927
N 7.3260 -8.1956 16.0950
C 7.9941 -7.3829 15.2937
C 8.3713 -7.7270 14.0018
C 8.0627 -8.9950 13.5410
C 7.4424 -9.8722 14.4160
C 7.0713 -9.4198 15.6756
H 8.2799 -6.4219 15.7085
H 8.8929 -7.0051 13.3884
H 8.3049 -9.3366 12.5426
H 7.2834 -10.9077 14.1439
H 6.4882 -10.0768 16.3104
*
```

***

Question: Among the records above, which one has the lowest HOMO?
Answer: C18H24CuF6N5O6S2